ORCA calculation (the ωB97M-V functional and the def2-TZVPD basis) on a cluster of 9 separate species, C42H108N15O9P3 in total at a distorted geometry.

Computed properties:
lowest unoccupied orbital energy: 0.15 eV
SMILES: CN(C)P(=O)(N(C)C)N(C)C.CN(C)P(=O)(N(C)C)N(C)C.CN(C)P(=O)(N(C)C)N(C)C.CC1(C)CCCC(C)(C)N1O.CN(C)C=O.CN(C)C=O.CN(C)C=O.CN(C)C=O.CN(C)C=O
energy: -113950.4937 eV
frontier orbital gap: 8.40 eV

Structure (XYZ):
```
177
Properties=species:S:1:pos:R:3:forces:R:3:mulliken_charge:R:1
H 1.958581 0.295341 4.735558 -0.4 0.1 0.3 0.421
P -3.893180 0.037410 7.158461 1.1 0.4 0.5 0.083
N 3.049863 1.558661 3.556486 0.0 -0.2 -0.1 0.156
C 4.035320 1.927741 4.557003 0.4 -0.6 1.0 -1.111
H 2.445511 -5.421604 -7.723751 -0.1 0.1 0.3 0.393
C 0.356807 0.185801 -0.655485 -0.7 1.3 -0.4 -0.304
O 1.250918 6.381865 -0.797012 -0.3 0.2 0.0 -0.670
H 0.396227 2.894336 0.775341 -0.5 0.3 -0.7 -1.113
H -4.711831 6.600795 0.089118 0.0 0.1 -0.1 0.299
C 0.486599 -0.818500 -7.361605 3.0 2.6 1.1 -1.495
H -0.568081 -0.639307 -7.169980 -0.3 -1.4 -0.4 0.583
H 5.599087 -2.204477 -4.237661 0.8 -0.2 -0.4 0.322
H -4.148358 0.523636 -1.781171 0.2 0.1 -0.3 0.439
H 3.071235 -0.278668 -6.850877 0.3 -0.4 0.0 0.345
H -7.280952 5.173812 -1.189157 0.1 -0.3 -0.6 0.302
H -7.294021 1.835874 0.443723 0.1 -0.5 0.5 0.378
H 4.201862 4.819023 -2.845932 0.2 0.0 0.0 0.358
H -5.806676 0.864814 4.239701 -0.4 -0.2 0.4 0.575
H 0.319249 -0.561857 -9.414400 0.3 -0.1 -0.5 0.396
H 4.765686 -5.623689 1.086921 -0.3 -0.8 -0.3 0.310
H -2.871671 -5.092414 1.591177 -0.5 -0.4 0.6 0.392
H 1.071407 0.697669 3.275155 0.3 0.3 -0.4 -0.275
H 1.047279 4.353541 -0.869245 0.1 0.0 -0.3 0.168
H -2.625816 1.584297 0.382900 -0.2 -0.1 0.0 0.202
H 5.233086 -6.580059 -2.006536 -0.6 -0.3 -0.1 0.396
H 4.379705 2.286921 -1.205381 0.1 0.1 -0.2 0.422
N 0.313378 5.074774 0.845498 -0.8 -0.1 0.4 0.222
N 3.135023 3.060499 -2.710121 -0.4 -0.8 0.7 0.405
C 0.885392 5.315011 -0.354690 0.4 -0.8 0.2 0.381
H -1.457746 -5.270363 4.843719 0.2 -0.1 -0.3 0.322
C -5.294271 1.288328 5.109352 0.0 0.9 0.0 -1.014
C 7.380121 -4.246915 -3.165684 0.4 0.2 1.2 -1.033
C -7.617078 4.211191 -0.798904 1.8 0.4 0.1 -1.094
H -0.117163 -3.093538 -0.501826 0.6 0.4 0.4 0.233
C -3.938740 -3.503626 3.947862 0.3 0.1 -0.6 0.285
H -2.223447 1.857743 5.966902 0.0 0.2 -0.2 0.030
H -1.387953 -4.552589 2.186461 0.1 0.4 0.3 0.427
H 1.267623 1.959216 4.509862 -0.3 -0.3 0.3 0.350
H 3.043772 -3.522148 -0.768685 -0.8 0.0 -0.6 0.225
H 3.702234 2.742682 5.199887 -0.1 0.3 -0.3 0.366
C 5.716139 -5.696908 0.554407 0.8 2.4 -0.3 -1.043
P -4.899738 3.885441 -0.726972 1.0 0.2 1.0 0.161
H 1.983918 -0.472183 -8.809745 0.3 -0.5 -0.4 0.317
C 4.566189 -1.834731 0.740633 0.7 -0.6 0.2 -1.162
H -5.780201 2.207934 5.458843 -0.1 0.2 -0.7 0.435
C 1.056272 -1.040005 -8.764779 -1.7 -0.5 1.1 -0.852
C 1.363641 -1.487334 -6.215845 -1.0 -0.1 -1.1 2.502
H 4.554071 -5.094014 -2.595900 0.3 0.2 0.1 0.257
C -2.761968 2.161809 -0.538970 0.0 0.4 0.9 -1.874
C 6.073722 -2.074675 -3.263297 -0.3 -0.3 0.9 -1.017
H -2.316244 2.087343 9.595188 0.2 0.6 -0.4 0.317
N -2.755745 -0.573885 6.076082 0.0 0.4 -0.8 0.643
H -1.135532 -1.658523 1.753245 0.1 -0.1 0.0 0.253
H 0.724192 -5.089329 -8.002598 -0.1 0.3 0.1 0.391
H -1.770363 3.003960 7.178933 -0.1 -0.1 0.5 0.393
H 5.469460 -2.021972 1.322891 -0.1 0.4 0.2 0.369
H -5.722732 1.186844 -1.774687 -0.1 0.4 0.1 0.288
H 0.777334 0.960889 -0.019989 0.5 -0.5 0.2 -0.872
H 8.345294 -4.060878 -2.678661 0.3 0.5 -0.5 0.334
O -0.774376 0.353719 1.784015 0.1 -0.2 0.7 -0.224
C 1.952147 2.842869 -3.297123 0.3 -0.7 -0.2 -0.048
C 1.743062 1.100608 4.030230 0.8 0.1 0.6 -0.540
H 3.762357 -3.006810 -2.329489 -0.1 0.0 0.0 0.302
H -2.042330 -1.089487 4.194128 -0.2 -0.2 -0.2 0.540
C -6.765484 2.647029 0.949114 -0.2 0.5 -0.8 -1.016
O -4.166795 -0.874912 8.303278 -0.1 0.6 -0.8 -0.861
H -7.368266 0.066135 6.176693 0.3 0.2 -0.4 0.403
H -4.140043 -3.616370 5.024064 -0.6 0.4 0.0 0.220
H -2.560119 0.579123 4.231574 0.2 0.1 0.2 0.158
N 1.757006 -2.844079 -6.650100 -1.5 -0.6 1.1 0.030
H 3.855866 -2.942000 -9.405428 -0.7 0.0 -0.2 0.312
H -7.438448 3.105098 1.677257 -0.1 0.1 -0.1 0.349
H 1.129599 -2.783495 -9.998471 0.6 -0.6 0.1 0.494
C -4.674756 1.471486 -1.892830 -0.1 -0.1 0.4 -1.180
C 3.370002 2.683444 -1.327370 0.9 0.5 1.1 -0.590
O -4.798293 4.733841 -1.943645 -0.8 -0.4 0.8 -0.864
N -0.127103 -0.958894 0.079640 0.7 -0.9 -0.3 0.666
H 3.354138 -1.138481 -5.298665 0.0 0.1 0.1 0.212
C 2.041287 -3.273662 -8.008291 0.1 -0.2 -0.9 1.871
C -1.466844 -1.018758 6.649547 -1.9 0.3 1.5 -1.204
H 2.751672 1.966501 -0.793318 -0.6 -0.2 -1.0 -0.393
C 3.543079 -3.022477 -8.361392 0.1 -0.2 0.0 -1.621
N -2.907278 -4.307067 3.612499 0.2 -0.5 -0.3 0.243
C -2.452802 -4.313497 2.244512 0.5 -1.0 -1.2 -1.114
C -3.285627 1.940619 9.114519 -0.8 -0.7 -0.1 -1.172
H 3.426126 -2.975325 -5.756397 0.2 -0.3 0.1 0.292
H 3.336884 3.566472 -0.682314 0.1 0.1 -0.1 0.428
H -5.907915 2.307926 1.523819 0.2 -0.2 -0.4 0.228
C -2.481235 -5.384845 4.490811 -0.4 0.0 0.6 -1.058
C 2.618513 -0.637153 -5.922416 -0.6 0.8 -0.7 -1.915
H -0.466056 0.751131 -1.104137 -0.2 -0.3 -0.1 0.225
N -6.441241 3.617486 -0.105498 -0.2 0.6 -0.2 0.395
H -7.863723 3.519164 -1.599227 -0.9 0.3 -0.1 0.325
H 1.929408 -4.951439 -9.293143 -0.2 0.0 -0.1 0.411
H 7.439263 -4.133449 -4.242827 0.0 -0.1 0.0 0.354
H 3.719213 -2.267707 1.286647 -0.1 0.0 0.0 0.332
C -3.819379 6.065569 0.406453 0.4 -0.4 0.2 -1.329
C 4.199961 3.823780 -3.309871 -0.4 1.1 0.7 -0.920
H -0.987993 3.655016 1.692795 -0.1 -0.3 -0.2 -0.201
C 1.736520 -4.764994 -8.233006 0.9 -0.4 0.0 -1.947
C -2.791338 -0.420549 4.614323 -0.3 0.0 0.5 -1.177
H -3.098075 -5.415524 5.391756 -0.1 0.5 0.0 0.374
H -0.706783 -1.202748 5.901442 0.0 0.1 0.0 0.382
H 1.978015 3.160501 -4.349091 -0.4 0.2 -0.1 0.342
H 0.026020 -2.827382 -8.662783 0.1 -0.4 0.1 0.393
N 5.668728 -5.040159 -0.765573 0.1 0.2 0.4 0.214
H 3.719807 -5.884662 -1.315049 0.2 0.0 0.6 0.308
C -0.554335 -2.114467 -0.728628 -0.4 -0.5 1.1 -0.979
H 4.396648 -0.758696 0.649227 0.1 0.0 -0.2 0.328
H -0.650657 -1.434430 -5.253126 0.0 -0.1 -0.1 0.365
O -4.467634 -2.759765 3.140243 -0.3 0.0 0.8 -0.634
C -6.456674 -0.257220 6.673866 0.2 -0.5 0.8 -1.051
H 5.256090 -1.585156 -2.729202 0.3 0.1 0.3 0.206
N -4.038490 4.610421 0.537084 0.8 0.5 -0.4 0.422
C 3.550455 -2.709921 -1.306007 0.3 -0.9 1.1 -1.051
H 5.147440 3.362462 -3.036285 0.1 -0.1 -0.6 0.269
H 6.940041 -1.417212 -3.201069 0.0 0.2 -0.7 0.371
C 0.046152 3.734993 1.369305 1.1 0.5 0.7 0.604
N 6.363048 -3.353090 -2.602239 -1.1 0.2 1.1 0.470
C -2.624886 2.439418 6.800738 0.2 -0.6 -0.6 -0.721
H 4.240819 1.115002 5.263962 -0.6 -0.4 -0.1 0.345
C 0.406939 -1.401717 -5.012200 0.8 -0.6 1.7 -2.235
C -0.251502 6.131045 1.660973 -0.1 1.1 -0.4 -0.851
H 0.213739 7.091219 1.435168 0.4 -0.2 0.0 0.390
H 3.911604 -2.111925 -7.887730 0.0 -0.1 0.1 0.315
H -0.344454 -1.967391 -1.783156 -0.5 0.4 0.0 0.227
C -0.698624 -0.762249 1.292443 0.0 0.9 -0.9 -0.240
H 2.385276 1.425199 1.649397 -0.1 0.1 -0.1 0.096
H -2.199074 1.604929 -1.284434 -0.3 0.3 -0.5 0.961
H -6.619132 -0.108851 7.743840 -0.1 0.0 0.0 0.280
C -3.827346 4.062218 1.878258 -0.2 0.1 -0.9 -1.065
H -1.297585 6.332947 1.415959 -0.1 -0.5 0.0 0.079
N 4.763162 -2.542510 -0.506813 1.0 0.9 -1.5 0.417
H -4.322094 1.533994 4.686759 0.1 0.2 0.5 0.036
O 7.335544 -2.952863 -0.093480 -0.4 -0.7 0.1 -0.852
C 1.054498 -2.575503 -8.930217 -0.2 2.1 -0.7 -1.275
H -8.413230 4.552715 -0.139064 -0.2 -0.9 0.3 0.350
H 4.114096 -3.887170 -8.015744 0.1 0.2 0.4 0.401
H -2.283472 3.119859 -0.336062 0.2 0.0 -0.3 0.214
H -2.665237 -6.377136 4.076756 0.4 0.1 -0.5 0.362
O 1.017058 2.246011 -2.785182 -0.1 0.3 -0.1 -0.518
N -3.190105 1.477804 7.734704 0.5 -0.3 0.0 0.401
H -6.300027 -1.331814 6.555014 -0.4 0.0 -0.2 0.301
O 4.233655 2.276593 1.740843 -0.3 -0.1 0.0 -0.702
H 0.799219 0.220385 -7.147665 -0.3 0.2 -0.1 0.394
C 4.724350 -5.665519 -1.684684 0.8 -0.2 -0.8 -1.028
H 2.911593 -1.825100 -1.296069 0.2 0.2 0.0 0.370
N -5.233747 0.436115 6.264397 0.1 -1.1 0.1 0.366
H -4.519488 1.909069 -2.880488 0.0 -0.2 -0.1 0.336
H -2.975203 6.263642 -0.255734 -0.3 0.1 -0.4 0.314
H -2.691720 -3.440660 1.644027 0.1 0.5 0.8 0.248
H -1.596582 -2.245373 -0.429740 -0.3 -0.2 -1.1 0.458
N -4.178403 2.371451 -0.847143 -0.3 -0.2 0.1 0.677
H -3.509280 3.021956 1.789778 -0.7 -0.2 0.2 0.030
H -0.177566 5.944345 2.730602 0.2 -0.2 0.0 0.318
O 2.598378 -3.476966 -5.701422 -0.1 0.4 -0.4 -0.347
H 2.292937 0.294821 -5.456677 0.2 -0.1 0.4 0.523
P 6.184992 -3.416117 -0.894388 -2.0 -0.2 -1.1 0.390
H 0.593001 -2.119039 -4.202122 0.1 -0.6 -0.5 0.348
H -3.950151 2.806269 9.106278 0.3 0.3 0.6 0.340
H -1.734322 -1.894847 7.248297 0.6 -0.4 -0.3 0.335
H -3.731142 1.181837 9.760339 -0.3 -0.1 -0.4 0.333
H 4.013648 4.020150 -4.363473 0.3 -0.5 -0.1 0.306
H -1.221939 -0.284737 7.425728 0.8 0.1 -0.3 0.385
H 6.221581 -6.656547 0.501662 -0.4 -0.3 0.2 0.346
H 5.054535 2.102056 4.221163 -0.4 0.5 -0.9 0.332
H 0.625849 -0.502054 -4.428807 -0.3 0.5 -0.6 0.364
H -2.974306 4.510139 2.392359 -0.1 0.5 -0.2 0.606
C 3.239529 1.784122 2.248356 0.6 0.1 -0.4 0.668
H -3.786549 -0.671848 4.256885 0.1 -0.2 -0.2 0.197
H -3.491944 6.471479 1.364903 -0.3 -0.1 0.2 0.525
H -4.741234 4.254288 2.444904 0.2 -0.6 0.6 0.384
H 0.989788 -0.025054 -1.513235 0.3 -0.5 0.4 0.522
H 7.219223 -5.274594 -2.834175 -0.6 -0.1 -0.5 0.285
H -3.325936 3.165432 6.376482 -0.2 0.0 0.2 0.217
H 0.696488 3.648531 2.249046 -0.3 -0.1 0.3 0.763
H 6.329641 -4.987978 1.123285 0.4 -0.6 0.3 0.309
```
Forces are in eV/Å.